No. 1
Below is a structure of composition C52H49N3OP2S2SiTeTi at a distorted geometry, with properties calculated with ωB97M-V/def2-TZVPD.

Output
**Spin multiplicity**: 3
**LUMO energy (spin up / spin down)**: 4.1 / 4.1 eV
**Expectation value of S²**: 2.0227
**HOMO energy (spin up / spin down)**: -0.003 / -0.029 hartree
**Energy above the lowest of the compared OMol25 structures with the same formula, charge and spin**: 36.7 kcal/mol
**Total charge**: -2

Element x y z (Å)
P  2.061  0.028  0.235
C  1.070  2.071  3.565
H  2.821  2.829  -0.629
H  -2.114  -0.941  3.644
C  2.390  3.340  -3.942
H  -5.656  1.610  -1.555
C  1.865  -1.385  1.400
H  -3.329  -4.720  0.003
C  3.601  0.711  2.510
N  -1.097  -2.504  0.550
C  4.320  -1.035  -1.206
H  1.246  -3.394  -2.496
H  6.295  2.607  0.526
C  -2.366  5.991  0.722
C  -4.410  -4.691  -0.011
C  2.351  -0.469  -2.460
C  -1.574  5.971  -0.413
C  -1.465  -3.606  1.279
C  -2.920  0.790  -2.906
H  -3.126  4.826  2.356
C  3.033  3.248  -2.717
H  0.528  3.139  -4.990
C  0.606  -2.336  3.197
C  -0.071  -2.576  -0.286
Ti  -1.441  -0.576  -0.268
C  2.989  -0.820  -3.630
C  4.956  -1.387  -2.381
C  3.510  0.758  1.121
C  -5.109  -5.861  0.217
S  -3.098  1.179  -0.209
H  -4.574  -6.781  0.435
C  -0.928  4.810  -0.807
H  -3.444  1.999  -4.605
C  2.990  -0.589  -1.222
C  1.033  3.070  -4.034
C  0.959  2.653  -1.662
H  -4.722  3.108  -1.505
H  2.570  4.981  2.730
H  -6.977  -2.600  -0.502
H  1.967  -4.804  -1.665
C  1.796  3.239  3.713
C  0.565  1.689  2.332
H  -0.304  4.828  -1.691
C  -5.055  -3.481  -0.254
H  -8.245  -4.674  -0.150
H  -3.012  -4.212  2.436
C  -0.847  -4.827  1.055
H  4.669  1.307  4.262
H  4.807  -1.568  -4.516
H  2.169  3.527  4.688
C  2.022  4.055  2.616
C  2.693  -2.496  1.400
N  0.566  -3.763  -0.557
H  1.328  -0.115  -2.490
C  1.614  -3.781  -1.541
H  0.881  1.451  4.432
C  -3.346  0.946  -4.342
P  -0.093  2.075  -0.298
H  1.644  4.369  0.536
H  1.208  -4.286  3.849
Te  -4.101  -1.535  -0.431
H  -0.735  2.493  -2.954
S  -1.511  -0.226  -2.649
H  4.476  1.488  -0.654
H  2.442  -3.137  -1.239
H  3.521  -2.562  0.706
C  2.324  2.896  -1.584
H  -4.306  0.456  -4.504
O  0.295  -1.519  -0.859
C  1.406  -3.463  3.172
H  -2.604  0.493  -4.993
C  -6.449  -3.523  -0.306
H  -2.853  6.907  1.035
H  -1.158  0.261  4.494
C  5.536  2.080  1.093
C  0.799  -1.285  2.306
C  2.450  -3.551  2.265
C  -1.663  0.042  3.559
H  -7.051  -6.776  0.386
C  4.628  1.349  3.180
C  4.505  1.452  0.425
C  5.601  2.044  2.476
C  -1.069  3.639  -0.069
C  -3.584  1.358  -1.891
H  2.858  0.168  3.075
H  -1.438  6.877  -0.994
H  6.409  2.541  2.998
H  -2.474  0.757  3.442
H  4.862  -1.092  -0.271
C  -4.844  2.161  -2.030
H  2.474  -0.718  -4.577
H  -5.112  2.354  -3.065
H  -1.995  2.763  1.657
H  -0.208  -2.279  3.904
N  -2.429  -3.402  2.259
C  0.808  2.517  1.234
C  -1.875  3.668  1.074
Si  -0.490  0.103  2.003
H  -2.992  -2.575  2.048
C  1.514  3.703  1.379
C  0.323  2.719  -2.903
H  2.949  3.617  -4.827
H  3.074  -4.437  2.228
C  -2.517  4.825  1.461
C  4.300  -1.291  -3.599
H  4.093  3.462  -2.648
H  0.668  -5.834  -0.139
C  -6.494  -5.869  0.181
H  5.983  -1.733  -2.349
C  0.159  -4.920  0.116
H  -1.145  -5.702  1.611
C  -7.160  -4.685  -0.103

---

No. 2
Below is a cluster of 8 separate species, C52H49N3S in total at a distorted geometry, with properties calculated with ωB97M-V/def2-TZVPD.

Output
**Spin multiplicity**: 1
**LUMO energy**: -1.4 eV
**HOMO energy**: -0.302 hartree

Element x y z (Å)
H  6.153  6.636  0.919
C  4.145  0.599  1.938
H  -5.162  9.154  -0.513
C  -2.135  5.811  1.142
H  2.259  -1.429  0.857
S  -1.360  2.457  -1.752
H  -1.066  5.674  1.280
C  -2.816  6.779  1.881
H  -2.277  7.394  2.597
H  7.150  3.916  -3.111
C  4.448  -5.608  3.855
N  -0.172  0.284  0.072
H  -5.521  11.015  -2.115
H  3.029  -8.406  -2.547
C  6.367  6.039  0.036
C  5.657  -0.987  2.955
H  4.382  -7.361  5.106
C  -1.609  -4.144  -0.875
C  -9.649  -4.968  -3.970
C  -8.670  10.767  -0.854
N  -4.218  -3.461  -0.925
H  2.683  -2.887  -0.291
C  -4.878  6.170  0.779
H  5.068  2.253  0.911
H  7.758  -0.562  2.732
H  2.283  -1.146  -1.097
C  7.025  3.939  -0.960
C  -0.707  -1.114  -0.219
H  7.321  2.899  -0.854
H  -5.559  0.058  -0.238
C  6.745  -0.236  2.509
C  -4.187  6.957  1.701
H  -7.045  8.336  0.881
H  6.392  -7.472  -0.037
C  6.543  5.844  -2.366
C  4.806  -7.966  -1.410
C  6.927  4.511  -2.229
C  -8.833  -4.214  -4.812
H  -6.307  -2.499  -0.903
H  -9.206  -3.884  -5.779
C  6.743  4.703  0.172
H  -4.737  4.582  -0.671
C  6.266  6.610  -1.233
H  3.438  -5.295  4.106
H  5.971  7.650  -1.339
H  -9.655  11.216  -0.954
C  -5.142  -2.287  -0.756
C  -9.173  -5.385  -2.727
H  -9.810  -5.969  -2.069
H  2.415  -7.434  1.594
H  5.823  -1.898  3.524
H  4.861  -7.133  1.887
H  -9.293  9.362  0.656
H  6.816  4.257  1.160
C  -0.521  1.161  -0.963
H  3.510  -1.149  3.026
N  -3.290  -0.342  -0.167
H  6.685  -8.080  4.525
C  -7.609  11.235  -1.629
C  4.979  -6.769  4.416
H  -10.657  -5.230  -4.281
C  -6.145  9.608  -0.606
C  2.031  -1.894  -0.202
H  3.133  0.925  1.716
C  -2.327  -1.476  -0.374
C  6.274  -7.172  4.092
H  -1.902  -5.271  -1.136
H  -4.718  7.709  2.278
H  -5.945  6.313  0.634
H  -7.508  -5.375  -1.360
H  6.460  6.287  -3.354
C  -8.467  9.724  0.049
H  -7.765  12.052  -2.328
C  -2.827  5.019  0.227
C  -7.204  9.146  0.175
C  6.513  -5.245  2.655
C  3.431  -8.128  -1.576
H  -6.900  -3.298  -5.074
H  8.053  -6.721  2.963
C  4.460  -7.412  0.916
C  2.570  -7.932  -0.496
C  0.453  -2.304  -0.378
C  -0.002  -3.848  -0.689
H  1.498  -8.056  -0.626
C  -7.537  -3.884  -4.416
C  6.533  0.931  1.777
C  -4.718  -0.765  -0.366
C  5.215  -4.847  2.972
H  -2.298  4.260  -0.345
C  -7.058  -4.306  -3.176
H  -6.047  -4.052  -2.868
H  7.380  1.518  1.432
H  7.113  -4.649  1.972
H  5.477  -8.120  -2.251
C  -7.878  -5.052  -2.330
C  5.320  -7.604  -0.165
C  7.042  -6.409  3.213
C  4.358  -0.567  2.673
H  4.800  -3.944  2.532
C  -6.347  10.653  -1.507
C  -2.805  -2.990  -0.722
C  3.085  -7.580  0.751
H  0.775  -4.743  -0.783
C  -4.198  5.199  0.044
C  5.233  1.347  1.487

---

spin multiplicity of number 2 (C52H49N3S)?
1

---

The lowest spin multiplicity belongs to which entry?
C52H49N3S

---

The lowest spin multiplicity belongs to which entry?
C52H49N3S

---

Look up the spin multiplicity of the first one.
3